Molecular formula: C42H44N8O14
Method: DFT, ωB97M-V/def2-TZVPD

Last column: Mulliken charge in e.
Positions of all 108 atoms, in Å:
O -2.19 4.12 -3.48  -0.54
N -3.46 4.05 -3.63  0.97
O -4.06 4.01 -4.76  -0.57
C -4.24 3.92 -2.48  -0.04
C -5.82 4.33 -2.62  -0.95
C -6.58 4.56 -1.31  -0.55
C -5.88 4.00 0.02  -0.38
C -4.56 3.55 0.10  -0.33
C -3.74 3.40 -1.19  0.10
H -6.08 4.63 -3.40  0.83
H -7.66 4.78 -1.41  0.34
H -6.55 4.05 0.84  0.41
H -3.87 3.22 0.97  0.23
H -2.79 3.01 -1.34  0.46
O 9.91 1.85 -0.15  -0.55
N 9.60 2.33 -1.23  0.90
O 10.31 2.66 -2.18  -0.54
C 8.15 2.75 -1.34  0.16
C 7.34 2.96 -0.03  -0.57
C 5.80 3.18 -0.35  -0.43
C 5.23 3.39 -1.72  -0.13
C 6.02 3.35 -2.93  -0.47
C 7.44 3.09 -2.73  -0.47
H 7.72 2.80 0.96  0.41
H 5.07 3.26 0.36  0.50
H 4.15 3.64 -1.83  0.32
H 5.58 3.66 -3.86  0.46
H 8.03 3.03 -3.58  0.42
O 4.33 0.87 -5.81  -0.58
N 3.28 1.53 -5.32  0.88
O 3.33 2.37 -4.49  -0.49
C 1.88 1.06 -5.69  0.24
C 1.57 -0.13 -6.60  -0.46
C 0.08 -0.47 -6.83  -0.65
C -0.92 0.51 -6.37  -0.57
C -0.59 1.80 -5.73  -0.26
C 0.85 2.24 -5.49  -0.94
H 2.38 -0.88 -6.80  0.36
H -0.12 -1.17 -7.49  0.54
H -1.85 0.49 -6.56  0.62
H -1.40 2.46 -5.47  0.45
H 1.12 2.99 -5.03  0.87
O 0.00 3.00 3.21  -0.57
N -1.06 2.86 2.54  1.05
O -1.39 3.47 1.51  -0.52
C -2.10 2.03 3.13  -0.11
C -2.26 1.97 4.68  -0.77
C -3.01 0.87 5.31  -0.56
C -3.88 0.04 4.38  -0.40
C -3.85 0.12 2.98  -0.67
C -2.83 1.03 2.24  0.16
H -1.75 2.66 5.21  0.59
H -3.01 0.81 6.40  0.45
H -4.48 -0.76 4.71  0.44
H -4.35 -0.57 2.12  0.07
H -2.70 0.81 1.25  0.88
O -3.05 -1.04 -0.29  -0.50
N -2.29 -0.39 -1.16  0.95
O -2.59 -0.07 -2.35  -0.54
C -1.07 0.17 -0.79  -0.45
C -0.23 -0.35 0.44  -0.51
C 0.99 0.51 0.99  -0.28
C 1.44 1.69 0.08  -0.83
C 0.84 2.03 -1.09  -0.77
C -0.43 1.34 -1.58  0.32
H -0.73 -1.03 1.17  0.45
H 1.52 0.15 1.89  0.47
H 2.26 2.25 0.35  0.69
H 1.26 2.79 -1.57  0.78
H -1.07 1.70 -2.62  0.13
O -4.86 -8.81 0.54  -0.58
N -5.40 -7.68 0.31  0.89
O -6.36 -7.66 -0.41  -0.54
C -4.91 -6.37 0.72  0.15
C -5.56 -5.09 0.57  -0.49
C -5.00 -3.70 0.71  -0.51
C -3.59 -3.74 1.41  -0.14
C -2.96 -4.97 1.71  -0.21
C -3.52 -6.37 1.46  -0.50
H -6.58 -5.01 0.33  0.39
H -5.38 -2.73 0.51  0.51
H -2.97 -2.91 1.68  0.43
H -1.85 -4.84 2.15  0.16
H -3.04 -7.34 1.55  0.43
C 3.19 -1.25 4.92  -1.17
N 1.75 -1.24 4.72  0.15
C 0.94 -0.05 5.03  -1.05
C 1.14 -2.43 4.08  -0.08
O -0.03 -2.45 3.70  -0.59
H 3.75 -1.90 4.53  0.46
H 3.61 -1.20 5.92  0.31
H 3.36 -0.32 4.50  0.41
H 1.31 0.13 6.03  0.45
H -0.10 -0.01 4.80  0.40
H 1.60 0.83 4.64  0.26
H 1.86 -3.18 3.87  0.46
C 2.44 -3.25 0.17  -1.09
N 2.79 -3.99 1.44  0.35
C 2.09 -5.24 1.72  -1.27
C 3.96 -3.64 2.02  -0.16
O 4.51 -4.24 2.89  -0.58
H 1.97 -3.99 -0.63  0.31
H 3.19 -2.74 -0.50  0.39
H 1.75 -2.40 0.33  0.35
H 2.47 -6.13 1.20  0.37
H 1.06 -5.16 1.69  0.52
H 2.07 -5.61 2.76  0.35
H 4.31 -2.69 1.74  0.52

Output
Orbital gap ... 0.26458 Ha
Total energy ... -3116.7678 hartree
Molar mass ... 884.86 u
Structure (SMILES) ... O=[N+]([O-])c1ccccc1.O=[N+]([O-])c1ccccc1.O=[N+]([O-])c1ccccc1.O=[N+]([O-])c1ccccc1.O=[N+]([O-])c1ccccc1.O=[N+]([O-])c1ccccc1.CN(C)C=O.CN(C)C=O
LUMO level ... -2.09 eV
HOMO energy ... -0.3415 Eh
Energy relative to the best compared isomer or geometry (same formula, charge and spin) ... 2236.4 kJ/mol

***

Molecular formula: C7H17ClN3O2
Method: DFT, ωB97M-V/def2-TZVPD

Last column: natural (NBO) charge in e.
Positions of all 30 atoms, in Å:
N -0.93 -2.11 1.80  -0.85
C -1.73 -1.22 1.06  0.71
O -1.46 -0.03 1.04  -0.65
C -2.89 -1.84 0.34  -0.55
C -3.83 -2.81 1.16  -0.24
N -5.06 -2.27 1.63  -0.73
Cl -4.59 -1.04 2.84  -0.16
H -0.57 -2.89 1.27  0.37
H -0.18 -1.59 2.25  0.37
H -3.47 -1.03 -0.10  0.24
H -2.45 -2.45 -0.47  0.20
H -3.19 -3.29 1.93  0.13
H -4.14 -3.61 0.46  0.17
C 3.51 1.55 -0.20  -0.61
C 2.20 0.77 -0.08  -0.08
C 1.42 0.67 -1.39  -0.07
O 0.78 1.86 -1.80  -0.54
C 1.58 2.77 -2.51  -0.24
N 1.41 1.33 1.01  -0.85
H 3.33 2.62 -0.26  0.20
H 4.13 1.37 0.67  0.21
H 4.07 1.24 -1.09  0.19
H 2.45 -0.25 0.21  0.18
H 0.62 -0.06 -1.25  0.20
H 2.07 0.31 -2.20  0.15
H 2.29 2.25 -3.17  0.16
H 2.13 3.45 -1.86  0.16
H 0.91 3.37 -3.14  0.18
H 0.60 0.73 1.16  0.39
H 1.00 2.21 0.69  0.35

Output
Orbital gap ... 0.17819 Ha
Total energy ... -1051.8188 hartree
Molar mass ... 210.69 u
LUMO level ... 2.77 eV
HOMO energy ... -0.0763 Eh
Net charge ... -1

***

Molecular formula: C3H9NOS2
Method: DFT, ωB97M-V/def2-TZVPD

Last column: natural (NBO) charge in e.
Positions of all 16 atoms, in Å:
N 1.41 -1.25 -0.29  -0.82
C 0.54 -0.09 0.00  -0.12
C 0.93 1.08 -0.91  -0.05
O 2.13 1.70 -0.50  -0.71
C -0.95 -0.39 0.02  -0.51
S -1.54 -1.12 1.64  0.06
S -3.08 0.28 1.86  -0.16
H 0.76 -2.05 -0.34  0.35
H 1.70 -1.26 -1.27  0.35
H 0.71 0.27 1.02  0.21
H 1.07 0.75 -1.95  0.16
H 0.18 1.86 -0.81  0.18
H 2.85 1.08 -0.49  0.47
H -1.37 -1.10 -0.70  0.22
H -1.56 0.50 -0.15  0.24
H -3.77 -0.25 2.88  0.15

Output
Orbital gap ... 0.31721 Ha
Total energy ... -1046.0359 hartree
Molar mass ... 139.25 u
Structure (SMILES) ... N[C@@H](CO)CSS
LUMO level ... 0.34 eV
HOMO energy ... -0.3047 Eh
Energy relative to the best compared isomer or geometry (same formula, charge and spin) ... 130.5 kJ/mol

***

Molecular formula: C3H5MnO3
Method: DFT, ωB97M-V/def2-TZVPD

Last column: natural (NBO) charge in e.
Positions of all 12 atoms, in Å:
H 1.70 1.52 -2.17  0.00
O 1.02 -0.57 -0.39  -0.43
C 0.00 -0.17 -1.05  0.96
C 0.82 -0.12 1.07  -0.10
O -0.14 -0.09 -2.28  -0.67
O -1.10 -0.10 -0.31  -0.58
C -0.68 0.12 1.14  -0.10
H 1.43 0.78 1.23  0.24
H 1.17 -0.94 1.70  0.24
H -0.98 1.14 1.39  0.23
H -1.22 -0.62 1.75  0.23
Mn -2.02 -0.93 -2.08  0.97

Output
Orbital gap (spin up / spin down) ... 0.30080 / 0.21187 Ha
Spin multiplicity ... 6
Total energy ... -1493.5729 hartree
Molar mass ... 144.01 u
LUMO level (spin up / spin down) ... -4.81 / -4.93 eV
HOMO energy (spin up / spin down) ... -0.4776 / -0.3930 Eh
Energy relative to the best compared isomer or geometry (same formula, charge and spin) ... 451.3 kJ/mol
Net charge ... +1